[1]
Formula: C48H59Cl2F10N3O2SeTeV
Source: the OMol25 dataset
Level of theory: ωB97M-V/def2-TZVPD

Calculated values
2S+1: 4
Net charge: -2
Maximum force in eV/A: 2.07
Orbital gap (alpha / beta) in eV: 5.5 / 5.5
HOMO (alpha / beta) in eV: -1.8 / -1.8

Element x y z (Å)
V1 -1.7682 -0.1517 0.4847
C1 2.7432 -4.6912 4.8818
C2 3.4051 -3.6342 3.9854
C3 4.5700 -4.2825 3.2216
C4 3.9805 -2.5387 4.8846
C5 2.3752 -3.0781 3.0053
C6 2.0064 -1.7407 2.9574
C7 1.0114 -1.3116 2.0952
Se1 0.6081 0.5695 2.0288
C8 1.9678 1.0857 0.7960
C9 3.1568 1.5911 1.2882
C10 4.1776 1.9403 0.4162
C11 3.8991 1.7814 -0.9430
C12 2.7216 1.2830 -1.4831
C13 1.6753 0.8522 -0.5864
O1 0.5757 0.2908 -0.9100
C14 2.6537 1.2472 -3.0226
C15 2.7617 2.6841 -3.5612
C16 3.8199 0.4091 -3.5743
C17 1.3605 0.6588 -3.5854
C18 5.5408 2.4574 0.8723
C19 5.6388 2.5296 2.3962
C20 5.7901 3.8660 0.3108
C21 6.6481 1.5175 0.3700
C22 0.2885 -2.1882 1.2498
O2 -0.7653 -1.7891 0.5948
C23 0.7619 -3.5315 1.1932
C24 1.7462 -3.9226 2.0921
C25 0.2324 -4.6005 0.2158
C26 -0.7056 -5.5512 0.9728
C27 -0.5316 -4.0210 -0.9785
C28 1.4119 -5.4014 -0.3628
H1 3.4615 -5.0839 5.6104
H2 2.3635 -5.5272 4.2905
H3 1.9011 -4.2546 5.4243
H4 5.3129 -4.6841 3.9198
H5 5.0581 -3.5445 2.5804
H6 4.2231 -5.1003 2.5865
H7 4.7028 -2.9757 5.5805
H8 3.1954 -2.0524 5.4684
H9 4.4948 -1.7747 4.2965
H10 2.4825 -0.9952 3.5820
H11 3.2640 1.6958 2.3612
H12 4.6741 2.0776 -1.6447
H13 3.6905 3.1675 -3.2482
H14 1.9264 3.2840 -3.1925
H15 2.7246 2.6823 -4.6561
H16 4.7938 0.8348 -3.3235
H17 3.7491 0.3461 -4.6657
H18 3.7783 -0.6052 -3.1686
H19 0.5025 1.2655 -3.3076
H20 1.1833 -0.3516 -3.2173
H21 1.4267 0.6324 -4.6799
H22 4.8851 3.2038 2.8105
H23 6.6252 2.9055 2.6848
H24 5.5032 1.5436 2.8485
H25 5.0249 4.5577 0.6709
H26 5.7539 3.8670 -0.7806
H27 6.7729 4.2403 0.6209
H28 6.4894 0.5077 0.7566
H29 7.6343 1.8677 0.6966
H30 6.6496 1.4599 -0.7205
H31 2.0536 -4.9639 2.0773
H32 -1.5752 -5.0000 1.3408
H33 -0.1983 -6.0024 1.8300
H34 -1.0596 -6.3525 0.3145
H35 -1.4620 -3.5624 -0.6657
H36 -0.7538 -4.8261 -1.6888
H37 0.0575 -3.2541 -1.4886
H38 1.9020 -6.0306 0.3829
H39 2.1589 -4.7233 -0.7817
H40 1.0540 -6.0561 -1.1630
C29 -1.3744 3.3468 1.5838
N1 -2.3699 2.5661 0.8655
C30 -3.4801 2.2853 1.7574
C31 -4.4518 1.3157 1.1524
N2 -3.8526 0.0080 0.8761
C32 -4.7639 -0.9349 0.5100
C33 -4.4513 -2.3193 0.6119
F1 -3.2774 -2.6694 1.1625
C34 -5.2661 -3.3577 0.2293
F2 -4.8391 -4.6222 0.3638
C35 -6.5268 -3.1145 -0.2724
F3 -7.3300 -4.1162 -0.6732
C36 -6.9287 -1.8013 -0.3341
F4 -8.1559 -1.5196 -0.7973
C37 -6.1017 -0.7589 0.0523
F5 -6.6679 0.4611 -0.0824
C38 -2.8128 3.3517 -0.2973
C39 -1.8156 3.3904 -1.4688
N3 -2.4817 3.2518 -2.7528
C40 -2.8945 4.3185 -3.4116
C41 -3.4073 4.1591 -4.7453
F6 -3.4801 2.9108 -5.2551
C42 -3.8160 5.1875 -5.5543
F7 -4.2463 4.9248 -6.8078
C43 -3.7917 6.5053 -5.1197
F8 -4.1811 7.5257 -5.9303
C44 -3.3644 6.7295 -3.8294
F9 -3.3777 7.9926 -3.3486
C45 -2.9474 5.6990 -3.0116
F10 -2.6436 6.0607 -1.7310
H41 -1.8101 4.2928 1.9480
H42 -0.5402 3.5819 0.9221
H43 -0.9912 2.7924 2.4343
H44 -4.0301 3.2125 2.0022
H45 -3.0916 1.8784 2.6927
H46 -4.8780 1.7686 0.2566
H47 -5.2743 1.2084 1.8674
H48 -3.0313 4.3761 0.0431
H49 -3.7412 2.9342 -0.6842
H50 -1.1366 2.5351 -1.3492
H51 -1.2035 4.2955 -1.4142
Cl1 -3.3485 -2.2107 5.5327
C46 -3.1384 -1.9530 3.7835
Cl2 -1.9645 -0.6882 3.4383
H52 -4.0905 -1.6502 3.3677
H53 -2.7816 -2.8720 3.3433
C47 -2.6973 -1.9508 -2.6223
Te1 -2.0353 0.0615 -2.1719
C48 -3.9854 0.8225 -2.5934
H54 -3.5211 -1.8766 -3.3321
H55 -3.0149 -2.4961 -1.7419
H56 -1.8676 -2.4799 -3.0882
H57 -4.1506 0.7716 -3.6694
H58 -4.0093 1.8691 -2.2855
H59 -4.7517 0.2530 -2.0696

Atomic partial charges in e from the Mulliken method, atoms 1 to 6: 0.922 -1.683 2.033 -1.631 -2.138 -0.549



[2]
Formula: C48H61BrN5O2P2S
Source: the OMol25 dataset
Level of theory: ωB97M-V/def2-TZVPD

Calculated values
2S+1: 1
Net charge: +1
Maximum force in eV/A: 7.40
Orbital gap in eV: 5.7
HOMO in eV: -10.5

Element x y z (Å)
C1 -4.5914 2.4126 1.8328
C2 -5.4943 1.0144 1.9113
N1 -4.8520 0.0682 2.9010
N2 -4.2466 -1.0174 2.2941
C3 -3.1245 -1.6921 2.7946
N3 -2.6409 -2.8347 1.9301
P1 -3.1050 -4.4296 2.4643
O1 -4.0205 -5.1017 1.3317
C4 -1.3329 -2.6387 1.2888
Br1 -1.6672 -1.3909 -0.2962
C5 -0.4638 -3.8510 0.7195
C6 1.1032 -3.6485 1.2709
N4 -2.5472 -1.2358 4.1131
S1 -1.7133 0.3007 4.0038
P2 -1.3429 -2.3598 4.7904
N5 -2.0556 -3.5798 5.8782
O2 -0.2740 -1.3552 5.7897
H1 -4.7249 3.0281 2.8192
H2 -3.4413 2.1844 1.7192
H3 -4.9402 3.0722 0.9238
H4 -5.5172 0.5979 0.8070
H5 -6.6053 1.2893 2.1997
H6 -5.4903 -0.2062 3.6790
H7 -4.6730 -1.3320 1.3708
H8 -1.9992 -5.3603 2.7120
H9 -3.9348 -4.3480 3.6685
H10 -0.6453 -1.9849 2.0137
H11 -0.3641 -3.7778 -0.4679
H12 -0.7443 -4.9452 0.9760
H13 1.1301 -3.5521 2.4579
H14 1.5593 -2.7056 0.7320
H15 1.7139 -4.6109 0.9979
H16 -0.9070 0.3825 2.8568
H17 -1.8201 -4.5458 5.5337
H18 -1.5376 -3.5023 6.7945
H19 0.5303 -1.0841 5.2217
C7 -2.8338 0.3825 -4.1047
C8 -3.5153 -0.5502 -3.3234
C9 -4.7771 -0.9986 -3.7131
C10 -5.3536 -0.5210 -4.8904
C11 -4.6704 0.4088 -5.6736
C12 -3.4126 0.8642 -5.2791
H20 -1.8520 0.7342 -3.7989
H21 -3.0631 -0.9274 -2.4096
H22 -5.3107 -1.7202 -3.1006
H23 -6.3348 -0.8740 -5.1968
H24 -5.1191 0.7796 -6.5919
H25 -2.8830 1.5927 -5.8866
C13 0.3897 1.9721 -1.8984
C14 0.9377 1.8944 -3.1784
C15 1.4481 3.0390 -3.7900
C16 1.4195 4.2607 -3.1168
C17 0.8749 4.3376 -1.8353
C18 0.3560 3.1947 -1.2274
H26 -0.0111 1.0804 -1.4234
H27 0.9662 0.9410 -3.7001
H28 1.8690 2.9794 -4.7900
H29 1.8217 5.1519 -3.5913
H30 0.8541 5.2894 -1.3102
H31 -0.0732 3.2561 -0.2312
C19 3.8839 2.2156 2.8349
C20 3.3274 2.4508 1.5780
C21 2.3566 1.5871 1.0716
C22 1.9348 0.4928 1.8272
C23 2.4886 0.2598 3.0857
C24 3.4662 1.1182 3.5881
H32 4.6430 2.8870 3.2277
H33 3.6512 3.3075 0.9922
H34 1.9281 1.7669 0.0894
H35 1.1747 -0.1776 1.4348
H36 2.1585 -0.5922 3.6751
H37 3.9014 0.9332 4.5663
C25 5.3841 1.6914 7.0351
C26 4.1851 1.1180 7.4576
C27 4.1774 0.2259 8.5295
C28 5.3685 -0.0854 9.1858
C29 6.5669 0.4910 8.7657
C30 6.5760 1.3759 7.6878
H38 5.3902 2.3840 6.1975
H39 3.2560 1.3659 6.9504
H40 3.2440 -0.2259 8.8541
H41 5.3620 -0.7768 10.0243
H42 7.4949 0.2496 9.2784
H43 7.5106 1.8205 7.3573
C31 4.8251 3.5050 -4.9017
C32 5.3731 3.4273 -6.1817
C33 5.8835 4.5719 -6.7933
C34 5.8549 5.7936 -6.1201
C35 5.3103 5.8705 -4.8385
C36 4.7914 4.7276 -4.2307
H44 4.4243 2.6133 -4.4267
H45 5.4016 2.4739 -6.7034
H46 6.3043 4.5123 -7.7933
H47 6.2570 6.6848 -6.5946
H48 5.2895 6.8223 -4.3134
H49 4.3622 4.7890 -3.2345
C37 4.8164 -8.5635 2.7299
C38 5.2403 -7.2789 3.0691
C39 4.3151 -6.3306 3.5046
C40 2.9660 -6.6704 3.6105
C41 2.5428 -7.9561 3.2749
C42 3.4666 -8.9016 2.8305
H50 5.5372 -9.3012 2.3873
H51 6.2925 -7.0163 2.9931
H52 4.6447 -5.3278 3.7624
H53 2.2456 -5.9330 3.9545
H54 1.4917 -8.2211 3.3590
H55 3.1357 -9.9015 2.5639
C43 -8.0995 2.7497 -7.6754
C44 -6.7674 3.1050 -7.4660
C45 -5.9287 3.3425 -8.5545
C46 -6.4254 3.2342 -9.8538
C47 -7.7586 2.8825 -10.0631
C48 -8.5948 2.6359 -8.9746
H56 -8.7520 2.5613 -6.8268
H57 -6.3822 3.1960 -6.4534
H58 -4.8890 3.6128 -8.3911
H59 -5.7733 3.4240 -10.7022
H60 -8.1459 2.7998 -11.0757
H61 -9.6320 2.3566 -9.1382

Atomic partial charges in e from the Mulliken method, atoms 1 to 6: -0.747 -0.407 -0.303 0.122 -0.530 0.396



[3]
Formula: C48H62FN2O2RuS2Sb
Source: the OMol25 dataset
Level of theory: ωB97M-V/def2-TZVPD

Calculated values
2S+1: 6
Net charge: +1
Maximum force in eV/A: 3.25
Orbital gap (alpha / beta) in eV: 6.6 / 6.2
HOMO (alpha / beta) in eV: -8.8 / -10.5

Element x y z (Å)
Ru1 -0.4939 -1.4197 -1.2281
N1 -0.1369 -1.3662 -3.4122
C1 -1.2334 -1.7237 -4.3748
C2 -2.4686 -1.1406 -3.6939
N2 -2.3372 -1.3701 -2.2751
H1 0.0421 -0.3515 -3.4442
H2 0.6946 -1.8479 -3.6301
H3 -1.3521 -2.8129 -4.4885
H4 -1.1430 -1.2498 -5.3570
H5 -3.3813 -1.5568 -4.1525
H6 -2.4407 -0.0703 -3.9348
H7 -2.6608 -2.2860 -2.1156
H8 -2.8834 -0.7061 -1.6567
C3 -2.8751 7.7811 -3.5289
C4 -2.0747 6.6802 -2.9390
C5 -0.6752 6.6186 -3.1365
C6 -0.0371 5.4246 -2.8286
C7 -0.7838 4.4055 -2.2841
C8 -2.1560 4.4505 -2.1154
C9 -2.8302 5.6149 -2.4159
S1 -0.2216 2.7253 -2.0141
O1 0.4281 2.3421 -3.3329
C10 1.0079 2.7279 -0.6808
C11 2.3492 2.6129 -1.0670
C12 3.3373 2.6968 -0.1128
C13 2.9874 2.8297 1.2519
C14 3.9880 3.0507 2.2302
C15 3.6357 3.3403 3.5198
C16 2.2789 3.3629 3.8892
C17 1.2676 3.0895 2.9929
C18 1.5939 2.8170 1.6175
C19 0.5742 2.6533 0.6209
C20 -0.8329 2.8318 0.9914
C21 -1.2011 4.1924 1.2956
C22 -0.2967 5.2959 1.1992
C23 -0.7103 6.5715 1.5087
C24 -2.0533 6.8544 1.8366
C25 -2.9612 5.8553 1.8989
C26 -2.5320 4.4975 1.6981
C27 -3.4590 3.4705 1.8323
C28 -3.1288 2.1522 1.5179
C29 -1.8105 1.8548 1.0578
S2 -1.8237 0.0935 0.4279
O2 -3.2147 0.1323 -0.1384
C30 -1.9315 -0.7783 1.9901
C31 -2.7645 -1.8529 2.1860
C32 -2.8897 -2.4156 3.4558
C33 -2.1927 -1.8740 4.5309
C34 -2.2431 -2.4411 5.9302
C35 -1.4096 -0.7241 4.3233
C36 -1.3302 -0.1649 3.0614
H9 -2.3553 8.7527 -3.4895
H10 -3.7754 7.9404 -2.9215
H11 -3.1602 7.6177 -4.5820
H12 -0.2045 7.4160 -3.7289
H13 1.0127 5.2446 -3.0597
H14 -2.6262 3.5285 -1.7267
H15 -3.9138 5.7297 -2.3389
H16 2.5373 2.5570 -2.1330
H17 4.3659 2.7683 -0.4484
H18 5.0522 3.0362 1.9080
H19 4.3948 3.4962 4.2843
H20 2.1020 3.6215 4.9299
H21 0.2539 3.1667 3.3175
H22 0.7432 5.1233 0.9104
H23 0.0160 7.4062 1.4418
H24 -2.3525 7.9040 1.9448
H25 -4.0023 6.0253 2.2157
H26 -4.4750 3.7488 2.1015
H27 -3.8384 1.3408 1.5670
H28 -3.3186 -2.2029 1.3531
H29 -3.5523 -3.2613 3.5849
H30 -2.7935 -3.3910 5.9012
H31 -2.6886 -1.7764 6.7046
H32 -1.2262 -2.6453 6.2893
H33 -0.8414 -0.2685 5.1441
H34 -0.8043 0.7857 2.9628
F1 -1.7334 -3.0010 -0.4564
H35 0.7062 -0.6704 -0.8518
C37 -0.2373 -4.7170 1.5365
C38 1.1068 -3.9539 1.6293
C39 2.1817 -4.9970 2.0174
C40 1.0574 -2.7052 2.5071
Sb1 1.3513 -3.1418 -0.4823
C41 3.5960 -2.7621 -0.8771
C42 3.8684 -1.6198 0.1190
C43 4.3839 -4.0412 -0.6530
C44 3.5609 -2.2920 -2.3480
C45 0.5388 -6.0040 -2.2873
C46 1.2543 -5.4132 -3.4716
C47 1.3752 -6.9550 -1.4646
C48 -0.9459 -5.9542 -2.2354
H36 -0.5502 -5.0786 2.5238
H37 -0.1608 -5.6033 0.9084
H38 -1.0517 -4.0982 1.1072
H39 1.8427 -5.5152 2.9304
H40 3.1386 -4.4899 2.2135
H41 2.3353 -5.7901 1.2878
H42 0.7209 -2.9488 3.5142
H43 0.4405 -1.9314 2.0701
H44 2.0741 -2.2629 2.6623
H45 3.6490 -1.8931 1.1667
H46 3.2336 -0.6983 -0.0487
H47 4.8945 -1.2889 0.0635
H48 4.3175 -4.3493 0.4066
H49 5.4526 -3.9225 -0.8454
H50 3.9888 -4.8456 -1.2634
H51 2.9012 -1.3784 -2.4402
H52 3.1934 -3.1213 -2.9711
H53 4.5506 -2.0844 -2.7398
H54 0.6240 -4.6818 -3.9667
H55 1.5726 -6.1835 -4.1997
H56 2.1237 -4.8337 -3.1076
H57 2.3534 -6.4778 -1.3097
H58 1.5527 -7.8857 -1.9941
H59 0.9285 -7.2457 -0.5067
H60 -1.2097 -5.1320 -2.9417
H61 -1.2896 -5.6991 -1.2381
H62 -1.4537 -6.8707 -2.6021

Atomic partial charges in e from the Mulliken method, atoms 1 to 6: 1.234 -0.306 -0.434 -0.811 -0.474 0.246



[4]
Formula: C48H62N10O6
Source: the OMol25 dataset
Level of theory: ωB97M-V/def2-TZVPD

Calculated values
2S+1: 1
Net charge: 0
Maximum force in eV/A: 7.39
SMILES: C[C@H]1COC(=O)O1.C[C@H]1COC(=O)O1.c1cc[nH]c1.c1cc[nH]c1.c1cc[nH]c1.c1cc[nH]c1.c1cc[nH]c1.c1cc[nH]c1.c1cc[nH]c1.c1cc[nH]c1.c1cc[nH]c1.c1cc[nH]c1
Orbital gap in eV: 8.0
HOMO in eV: -7.7

Element x y z (Å)
C1 -24.1839 1.6196 -5.6540
C2 -24.7320 0.2350 -6.2111
C3 -23.6649 -0.7878 -6.7392
O1 -23.5965 -1.7468 -5.7376
C4 -24.6148 -1.5576 -4.8428
O2 -24.8961 -2.3685 -3.9666
O3 -25.1818 -0.3389 -5.0209
H1 -24.7491 1.9518 -4.7832
H2 -24.3868 2.4622 -6.3150
H3 -23.1071 1.5590 -5.4961
H4 -25.5695 0.4544 -6.8734
H5 -22.6580 -0.4860 -7.0273
H6 -24.0595 -1.4546 -7.5058
C5 -25.9354 -9.0726 -3.5755
C6 -24.6729 -9.9146 -3.5936
C7 -23.4566 -9.4625 -2.7930
O4 -23.2705 -10.4870 -1.8392
C8 -24.2620 -11.3598 -1.9103
O5 -24.2823 -12.4333 -1.3079
O6 -25.0041 -11.1159 -2.9514
H7 -25.7044 -8.0089 -3.6330
H8 -26.4680 -9.1662 -2.6291
H9 -26.5906 -9.3040 -4.4153
H10 -24.1120 -10.0785 -4.5138
H11 -23.7136 -8.5444 -2.2645
H12 -22.6063 -9.3266 -3.4613
N1 -27.6518 -3.7635 -13.0913
C9 -28.9823 -3.4486 -13.3431
C10 -29.7456 -4.4987 -12.8050
C11 -28.8663 -5.3429 -12.1410
C12 -27.4931 -4.9618 -12.4920
H13 -26.8740 -3.1428 -13.2642
H14 -29.2970 -2.5600 -13.8700
H15 -30.8223 -4.5720 -12.7650
H16 -29.2148 -6.1655 -11.5341
H17 -26.5375 -5.3564 -12.1798
N2 -22.7220 -8.3300 -9.6808
C13 -21.7395 -8.5402 -10.5368
C14 -22.2356 -8.1542 -11.8600
C15 -23.4407 -7.4528 -11.6778
C16 -23.6980 -7.8868 -10.3846
H18 -22.7506 -8.5947 -8.7065
H19 -20.7952 -8.9658 -10.2306
H20 -21.6953 -8.1656 -12.7951
H21 -24.2038 -7.0004 -12.2938
H22 -24.6060 -7.7071 -9.8280
N3 -24.0781 -6.6119 -0.6532
C17 -22.9099 -6.0670 -1.1261
C18 -23.1525 -5.5663 -2.4313
C19 -24.5014 -5.7393 -2.5656
C20 -25.0697 -6.3933 -1.5491
H23 -24.0469 -6.9609 0.2941
H24 -22.0124 -6.1721 -0.5346
H25 -22.4468 -5.1037 -3.1054
H26 -25.0273 -5.2923 -3.3963
H27 -26.0751 -6.6763 -1.2743
N4 -20.0374 -4.1655 -6.4941
C21 -20.2966 -3.1618 -5.6507
C22 -21.4939 -3.5731 -5.1070
C23 -21.8472 -4.8344 -5.5966
C24 -20.8118 -5.2180 -6.4053
H28 -19.2271 -4.3356 -7.0725
H29 -19.5407 -2.4071 -5.4911
H30 -22.0517 -3.0742 -4.3283
H31 -22.7326 -5.3533 -5.2602
H32 -20.6745 -6.1080 -7.0015
N5 -29.6257 -6.9083 -6.7019
C25 -30.7205 -7.5531 -6.3470
C26 -31.4132 -7.8491 -7.4698
C27 -30.7090 -7.3805 -8.5855
C28 -29.6475 -6.7383 -8.0178
H33 -28.8813 -6.5605 -6.1145
H34 -30.9395 -7.7699 -5.3119
H35 -32.3692 -8.3506 -7.4386
H36 -31.1380 -7.4758 -9.5720
H37 -28.8584 -6.1800 -8.4996
N6 -25.5260 -4.8038 -7.6237
C29 -25.8184 -5.2359 -6.3322
C30 -26.3686 -6.5149 -6.4242
C31 -26.1620 -6.8802 -7.7823
C32 -25.7699 -5.8041 -8.5726
H38 -25.1050 -3.9409 -7.9373
H39 -25.5685 -4.7108 -5.4222
H40 -26.6631 -7.2329 -5.6732
H41 -26.2189 -7.8490 -8.2563
H42 -25.6391 -5.6338 -9.6311
N7 -29.1090 -3.0672 -3.0853
C33 -28.2992 -3.4361 -4.1250
C34 -29.2499 -4.0101 -5.0252
C35 -30.4771 -3.9918 -4.4406
C36 -30.4144 -3.6037 -3.1589
H43 -28.8023 -2.5351 -2.2836
H44 -27.2967 -3.0359 -4.1617
H45 -28.9698 -4.2295 -6.0449
H46 -31.3546 -4.2430 -5.0179
H47 -31.1596 -3.3089 -2.4348
N8 -22.3836 -3.6645 -9.0369
C37 -22.6352 -2.3454 -9.4309
C38 -23.6807 -2.3095 -10.3381
C39 -24.1372 -3.6307 -10.4144
C40 -23.2629 -4.4387 -9.7653
H48 -21.7013 -4.0057 -8.3749
H49 -22.0292 -1.5638 -8.9970
H50 -24.1678 -1.5639 -10.9489
H51 -24.9427 -3.8612 -11.0959
H52 -23.1918 -5.5159 -9.7982
N9 -28.4583 -1.2957 -6.5783
C41 -27.7212 -1.9438 -7.5614
C42 -27.6669 -1.1357 -8.5778
C43 -28.4729 0.0129 -8.3000
C44 -28.8187 -0.0925 -6.9813
H53 -28.7037 -1.6805 -5.6773
H54 -27.1389 -2.8233 -7.3292
H55 -27.0128 -1.2704 -9.4266
H56 -28.6213 0.9547 -8.8073
H57 -29.2129 0.6084 -6.2604
N10 -22.9610 -10.4032 -7.0940
C45 -21.6620 -9.9445 -6.6854
C46 -21.7683 -8.6722 -6.1968
C47 -23.0466 -8.2522 -6.6043
C48 -23.7161 -9.2761 -7.2112
H58 -23.2366 -11.2936 -7.4829
H59 -20.8609 -10.6686 -6.7033
H60 -20.9394 -8.2022 -5.6885
H61 -23.5377 -7.2903 -6.6054
H62 -24.6914 -9.2258 -7.6723

Atomic partial charges in e from the Mulliken method, atoms 1 to 6: -1.453 0.685 0.091 0.102 0.221 -0.521